7
Properties=species:S:1:pos:R:3:lowdin_charge:R:1 method="wB97M-V/def2-TZVPD" max_force_ev_per_a=8.38 homo_energy_ev=-11.384 spin_multiplicity=1 total_charge=0 smiles="N#CC(=O)C=O"
C 0.71171 -0.94081 0.92922 -0.134
C -0.36210 -0.48883 -0.10825 -0.241
C -0.32256 0.97519 -0.53005 -0.084
H 0.71359 -1.94355 1.56159 0.171
N -0.16834 1.93689 -1.29490 0.164
O 1.41761 -0.03284 1.37396 0.060
O -1.37979 -1.07817 -0.65430 0.065

7
Properties=species:S:1:pos:R:3:lowdin_charge:R:1 method="wB97M-V/def2-TZVPD" max_force_ev_per_a=3.76 homo_energy_ev="-9.174 / -9.175" spin_multiplicity=1 total_charge=0 smiles="O=C=C=O.C#N"
C 0.19240 -0.84366 0.10930 -0.087
C -2.75352 0.06739 0.62006 -0.170
C -2.88472 0.50259 -0.70552 -0.123
N -0.15343 -1.93150 0.19834 0.077
O -3.31208 -0.40358 1.51997 0.163
O -2.20894 0.81019 -1.64347 0.088
H 0.42065 0.18402 0.09875 0.053

9
Properties=species:S:1:pos:R:3:lowdin_charge:R:1 method="wB97M-V/def2-TZVPD" max_force_ev_per_a=5.15 homo_energy_ev=0.414 spin_multiplicity=1 total_charge=-2
C -0.32080 0.02869 0.03042 -0.750
C -0.93566 -0.33551 1.34054 -1.200
C -1.93140 -1.56335 -0.61458 -0.760
N -2.12990 -1.62932 0.62942 0.091
O -0.73934 -0.62069 -1.05498 -0.141
O -2.32730 -2.26153 -1.49824 -0.061
S -1.42510 1.35964 0.73248 0.535
S -0.21210 -0.58311 2.85641 0.145
H 0.85947 0.42935 0.02235 0.141

8
Properties=species:S:1:pos:R:3:lowdin_charge:R:1 method="wB97M-V/def2-TZVPD" max_force_ev_per_a=6.02 homo_energy_ev=-10.993 spin_multiplicity=1 total_charge=0 smiles="O=C1N=COC1=O"
C -0.90039 -0.59683 -0.04435 -0.185
C 0.36055 1.18771 -0.04231 -0.199
C 0.57169 -0.87520 -0.09039 -0.408
H 0.36408 2.18109 0.13746 0.122
N 1.26569 0.30190 0.23504 0.191
O -2.00701 -1.14792 0.13712 0.175
O -0.84151 0.83507 -0.21286 0.116
O 1.18690 -1.88583 -0.11969 0.187

6
Properties=species:S:1:pos:R:3:lowdin_charge:R:1 method="wB97M-V/def2-TZVPD" max_force_ev_per_a=5.87 homo_energy_ev=-8.770 spin_multiplicity=1 total_charge=0 smiles="S=C1C2=CN12"
C -0.41387 0.61377 -0.17425 -0.068
C -1.39538 -0.27952 -0.22368 -0.012
C -1.62917 -0.10657 -1.71213 -0.975
N -0.45062 0.30702 -1.51137 0.061
S -2.87317 -0.83495 -2.17336 0.843
H 0.40212 1.36896 0.08919 0.152

7
Properties=species:S:1:pos:R:3:lowdin_charge:R:1 method="wB97M-V/def2-TZVPD" max_force_ev_per_a=3.89 homo_energy_ev="-2.678 / -2.792" spin_multiplicity=1 total_charge=-1
C -1.70889 -0.58163 1.07469 0.042
C -2.69952 -0.44825 0.13684 -0.753
C 0.40971 -0.95080 0.06875 -0.173
O 0.44551 -1.31097 -1.08626 -0.089
O -3.62710 0.13292 -0.37892 0.010
O -2.41094 -1.72976 0.25996 -0.053
H 1.26723 -1.10701 0.73074 0.015

8
Properties=species:S:1:pos:R:3:lowdin_charge:R:1 method="wB97M-V/def2-TZVPD" max_force_ev_per_a=5.18 homo_energy_ev=-3.108 spin_multiplicity=1 total_charge=-1
C 0.23271 0.35357 0.07435 -0.434
C -1.67921 0.41423 -0.71533 -0.412
C -2.03156 0.84721 1.48218 -0.841
O -2.05219 0.22284 -1.87836 -0.004
O -2.70655 0.99131 2.48818 -0.038
O -2.55833 0.62129 0.25160 0.050
S -0.31619 0.81492 1.67829 0.807
H 0.31120 -0.67682 0.08129 -0.127

8
Properties=species:S:1:pos:R:3:lowdin_charge:R:1 method="wB97M-V/def2-TZVPD" max_force_ev_per_a=1.55 homo_energy_ev=-2.825 spin_multiplicity=1 total_charge=-1 smiles="O=c1socc1[O-]"
C 1.14048 -0.18710 -0.16993 -0.156
C -0.13871 -0.73244 -0.26751 -0.551
C -1.08234 0.31534 0.21787 -0.690
O -0.62678 -1.85612 -0.54619 -0.101
O -2.28132 0.22191 0.21559 -0.021
O 1.24748 1.04581 0.55603 -0.550
S -0.25239 1.76956 0.77669 0.965
H 1.99357 -0.57696 -0.78255 0.104

8
Properties=species:S:1:pos:R:3:lowdin_charge:R:1 method="wB97M-V/def2-TZVPD" max_force_ev_per_a=3.01 homo_energy_ev=-4.242 spin_multiplicity=1 total_charge=-1
C 0.33588 -1.68717 -0.18941 -0.574
C -0.66971 1.28819 0.18751 -0.659
C 0.41451 0.52225 -0.17246 -0.009
O 0.07883 1.07035 1.23446 0.040
O -0.55140 -1.86222 0.55131 0.078
O -1.77332 1.72870 -0.00243 0.054
O 1.10170 -2.22748 -0.94551 0.022
H 1.06351 1.16739 -0.66347 0.049

10
Properties=species:S:1:pos:R:3:lowdin_charge:R:1 method="wB97M-V/def2-TZVPD" max_force_ev_per_a=3.41 homo_energy_ev=-5.575 spin_multiplicity=1 total_charge=-1
C 1.49587 2.25758 0.21498 -0.325
C -0.00314 0.48893 -0.63100 -0.369
C 1.12100 0.99021 -0.18653 -0.599
N 1.83447 3.34083 0.43446 0.121
N -0.92584 -0.13879 -1.00977 0.048
O -2.62247 -1.91858 -0.38113 -0.341
O -1.51332 -0.57414 1.45732 -0.357
O -0.31418 -2.29511 0.10219 -0.467
S -1.44806 -1.33483 0.18934 0.419
I 2.37566 -0.81610 -0.18986 0.870

6
Properties=species:S:1:pos:R:3:lowdin_charge:R:1 method="wB97M-V/def2-TZVPD" max_force_ev_per_a=2.26 homo_energy_ev=-12.894 spin_multiplicity=1 total_charge=0 smiles="N#CC(=O)C#N"
O 1.76885 -0.02739 0.76439 0.170
C 0.66953 -0.00357 0.28228 -0.346
C 0.21764 0.99381 -0.65533 -0.136
N -0.48566 1.57125 -1.36355 0.223
C -0.63115 -0.90594 0.42491 -0.085
N -1.53922 -1.62817 0.54730 0.175

6
Properties=species:S:1:pos:R:3:lowdin_charge:R:1 method="wB97M-V/def2-TZVPD" max_force_ev_per_a=6.30 homo_energy_ev=-12.853 spin_multiplicity=1 total_charge=0 smiles="N#CC(=O)C#N"
C 0.16666 -0.38954 -0.55056 -0.353
C 0.74480 1.06579 0.07819 -0.088
C -0.85401 -0.93635 0.39641 -0.083
N 1.01214 2.16637 0.29858 0.136
N -1.35362 -1.26979 1.44661 0.194
O 0.28403 -0.63648 -1.66923 0.195